[1]
76
Properties=species:S:1:pos:R:3:forces:R:3:mulliken_charge:R:1 method="wB97M-V/def2-TZVPD" gap_ha=0.3485 relative_energy_ev=1.053 charge=0 smiles="C[N+](=O)[O-].C[N+](=O)[O-].C[N+](=O)[O-].C[N+](=O)[O-].C[N+](=O)[O-].C[N+](=O)[O-].C[N+](=O)[O-].C[N+](=O)[O-].COC(=O)OC.ClCCCl" homo_energy_ev=-10.44 e_lumo_ev=-1.0 e_tot_ha=-3302.88852
C 1.8909 -0.1931 4.6774 0.798 0.537 -0.440 -0.42
N 0.7938 -0.4390 5.6413 0.473 -0.886 2.423 0.78
O -0.2972 -0.5967 5.1117 0.605 0.137 1.088 -0.47
O 1.0586 -0.5359 6.8880 -1.004 0.402 -3.788 -0.52
H 1.5147 0.5740 4.0006 0.083 -0.135 -0.016 0.16
H 2.1157 -1.0933 4.1054 -0.530 -0.144 0.155 0.13
H 2.8494 0.1047 5.1027 -0.515 0.082 0.560 0.33
C -5.4687 3.1138 0.3733 0.476 -0.098 0.456 -0.76
N -4.7246 1.8080 0.1210 0.016 0.756 -1.965 0.77
O -3.5567 1.9681 -0.2865 -1.446 -0.714 0.971 -0.43
O -5.3440 0.7585 0.1015 0.855 0.969 0.559 -0.49
H -4.7400 3.8068 0.7939 -0.167 -0.278 0.325 0.25
H -6.3289 2.9379 1.0192 0.229 -0.059 -0.154 0.31
H -5.7423 3.5594 -0.5831 -0.128 -0.578 -0.132 0.34
C 0.1800 3.7278 -4.5798 0.309 1.047 0.147 -0.89
N 0.1693 2.7574 -3.4646 -0.688 0.780 -0.318 0.92
O -0.8926 2.6938 -2.8376 1.443 -0.978 -0.164 -0.47
O 1.2355 2.2089 -3.2579 -1.085 -0.557 0.712 -0.52
H 1.1888 4.1366 -4.5228 -0.155 0.041 -0.485 0.35
H -0.5471 4.5015 -4.3332 0.022 -0.199 -0.139 0.32
H -0.0370 3.2836 -5.5513 0.085 -0.284 0.317 0.30
C -1.5218 4.1984 1.0246 -0.469 -0.992 0.908 -0.78
N -0.2555 4.3454 0.2955 2.448 1.947 -0.225 1.02
O 0.7656 4.1399 0.9806 -1.695 -0.186 -1.183 -0.52
O -0.2068 4.8389 -0.8339 -0.625 -0.980 1.091 -0.57
H -1.2679 3.3875 1.7072 -0.447 0.069 0.209 0.30
H -2.4064 3.9322 0.4460 0.547 0.162 -0.504 0.17
H -1.7241 5.0908 1.6170 0.341 0.108 -0.244 0.36
C 1.7708 -1.9848 -1.9720 0.294 -0.372 -0.993 0.01
N 2.8051 -1.6846 -3.0469 -0.763 0.439 -0.423 1.03
O 3.8988 -1.3331 -2.6261 -0.767 -0.321 -1.041 -0.53
O 2.4589 -1.8841 -4.2251 1.046 0.457 2.055 -0.60
H 1.7677 -3.0674 -2.0994 -0.199 -0.108 0.905 0.12
H 0.7715 -1.6500 -2.2501 0.331 0.313 -0.245 -0.02
H 2.1098 -1.5783 -1.0192 -0.019 -0.420 -0.201 -0.06
C -3.4745 -0.0700 2.6534 0.036 0.923 -0.696 -0.41
N -4.3878 0.8365 3.4576 -0.929 0.112 0.631 0.89
O -5.2644 0.1439 4.0020 1.177 2.375 -0.369 -0.52
O -4.2728 2.1058 3.4850 -0.297 -3.891 -0.188 -0.52
H -2.9468 0.5589 1.9363 0.116 -0.104 0.170 -0.15
H -4.1505 -0.7534 2.1397 0.109 0.150 0.088 0.33
H -2.7888 -0.6429 3.2777 -0.169 0.427 0.314 0.36
C -2.4015 -0.9108 -3.2244 1.420 0.228 -1.726 -0.74
N -3.6148 -1.0372 -4.0857 -1.073 -0.539 1.992 0.90
O -3.5281 -0.8169 -5.2795 -0.261 -0.146 1.049 -0.54
O -4.6041 -1.3905 -3.4327 0.434 0.438 -1.644 -0.53
H -2.4337 -1.3288 -2.2183 -0.730 0.131 -0.385 0.25
H -2.0921 0.1330 -3.2774 -0.184 0.066 0.345 0.25
H -1.6805 -1.4338 -3.8528 0.402 -0.127 0.377 0.40
C -0.7315 0.8864 -0.1767 -0.593 -0.416 -0.196 -0.23
N -0.1191 0.4648 1.0876 1.664 0.548 1.085 1.23
O 0.5801 -0.5154 1.0992 0.537 -1.805 -1.247 -0.59
O -0.2326 1.1010 2.1024 -1.287 1.448 0.266 -0.50
H -1.4690 0.0950 -0.3106 -0.424 0.392 -0.287 0.34
H -0.0266 0.7954 -1.0030 0.204 0.255 0.367 0.13
H -1.1734 1.8770 -0.0695 0.115 -0.469 -0.111 -0.38
C 1.4599 -3.8986 1.5956 -0.303 0.157 0.095 -0.27
O 2.5804 -3.9582 0.7340 1.214 0.034 -0.967 -0.13
C 2.7613 -4.8741 -0.2550 -1.359 -0.955 0.015 0.66
O 2.0746 -5.8671 -0.4699 1.295 1.987 0.274 -0.60
O 3.8215 -4.4349 -0.9579 -0.518 0.301 0.906 -0.24
C 4.1421 -4.8777 -2.2533 -0.227 -0.517 -1.385 -0.80
H 1.2375 -2.8505 1.7959 0.077 0.200 -0.556 -0.14
H 1.7378 -4.2492 2.5896 -0.269 -0.850 -0.234 0.28
H 0.6003 -4.3461 1.0968 0.002 -0.366 0.548 0.35
H 3.3189 -4.9615 -2.9629 -0.766 0.195 0.476 0.35
H 4.5745 -5.8766 -2.3108 0.457 0.183 0.504 0.32
H 4.7590 -4.0969 -2.6981 0.418 -0.280 0.363 0.31
Cl 4.2738 1.8560 1.1386 0.057 -0.274 -0.746 -0.17
C 4.3502 0.1951 0.4579 -0.177 -0.895 0.311 0.04
C 3.9713 -0.7985 1.5289 -0.858 0.492 2.213 0.23
Cl 4.9087 -0.3670 3.0533 0.079 -0.814 -0.292 -0.22
H 5.3421 -0.1223 0.1361 0.067 0.847 -0.327 0.38
H 3.6201 0.1379 -0.3494 0.300 0.074 -0.108 -0.08
H 4.0446 -1.8803 1.4171 0.671 0.234 -0.785 0.29
H 2.9509 -0.6611 1.8865 -0.127 0.291 -0.359 -0.49

=====

[2]
45
Properties=species:S:1:pos:R:3:forces:R:3:nbo_charge:R:1 method="wB97M-V/def2-TZVPD" gap_ha=0.3569 charge=0 smiles="CCO[C@@H]1OC(=O)O[C@@H]1I.CCOC(C)=O.CCOC(C)=O" homo_energy_ev=-9.70 e_lumo_ev=0.0 e_tot_ha=-1408.59047
C 1.3510 1.4868 -1.3215 0.390 0.062 0.585 -0.68
C 0.7656 -0.0411 -1.2194 2.285 0.065 -0.164 -0.09
O -0.5940 -0.2279 -1.7489 -0.891 1.806 2.521 -0.54
C -1.5392 0.7782 -1.2418 -0.802 -0.055 -2.742 0.33
O -2.9084 0.3205 -0.8319 -0.637 3.223 1.006 -0.54
C -3.6207 1.6399 -0.7794 -2.359 1.253 2.283 0.96
O -4.5327 2.0678 0.1078 6.612 -3.262 -6.617 -0.54
O -3.0639 2.4410 -1.9197 -0.420 -2.298 1.605 -0.54
C -2.0406 1.5918 -2.6145 1.152 -0.093 3.522 -0.07
I -3.0356 0.2748 -4.1154 0.972 1.024 1.079 0.14
H 1.1511 2.0154 -2.3465 0.157 -1.184 1.823 0.20
H 0.9467 2.1518 -0.4164 0.923 -1.431 -2.235 0.23
H 2.5316 1.4250 -1.1831 -2.760 0.111 -0.300 0.26
H 1.4804 -0.7174 -1.8952 -1.925 1.375 1.347 0.20
H 0.9213 -0.4304 -0.1172 -0.718 0.835 -2.083 0.19
H -1.2554 1.4528 -0.3279 0.423 -1.219 -2.135 0.21
H -1.0406 2.0957 -2.9537 -2.620 -0.196 0.062 0.25
C 7.0167 1.6702 0.8341 -0.035 -0.161 0.147 -0.64
C 6.0569 2.6340 0.1619 0.271 -0.073 0.179 -0.07
O 4.7130 2.1209 0.1828 -0.607 0.007 -0.272 -0.51
C 3.8735 2.2073 1.2381 -1.578 -0.628 0.154 0.81
C 4.4072 2.6726 2.5634 0.108 0.635 0.119 -0.74
O 2.7007 1.8483 1.1316 2.520 0.591 0.159 -0.60
H 6.7642 1.5132 1.8857 0.068 0.117 -0.072 0.21
H 8.0417 2.0464 0.7788 -0.104 -0.035 -0.027 0.22
H 6.9718 0.6889 0.3514 0.041 0.191 -0.041 0.22
H 6.0966 3.6413 0.5884 -0.077 -0.160 0.070 0.18
H 6.3333 2.7359 -0.8930 -0.358 -0.085 0.145 0.20
H 4.5985 1.8006 3.1943 -0.068 0.117 -0.069 0.25
H 3.6543 3.3091 3.0352 -0.021 -0.335 -0.016 0.25
H 5.3133 3.2715 2.4905 0.067 -0.178 0.008 0.22
C -5.1176 -3.5855 2.1084 -0.116 0.184 -0.055 -0.64
C -4.3184 -4.6086 1.3233 -0.081 0.247 0.063 -0.07
O -4.8286 -4.7439 -0.0150 -0.047 -0.488 -0.309 -0.51
C -4.5379 -3.9085 -1.0366 -0.614 -0.046 -1.787 0.80
C -3.8094 -2.6259 -0.7504 0.555 -0.081 0.066 -0.74
O -4.9216 -4.1643 -2.1782 0.591 0.090 2.391 -0.58
H -5.0609 -2.5922 1.6562 0.104 -0.083 0.078 0.21
H -4.7513 -3.5171 3.1361 -0.039 -0.033 -0.079 0.22
H -6.1766 -3.8614 2.1262 0.178 -0.074 0.045 0.22
H -3.2453 -4.3929 1.3118 -0.132 0.102 -0.078 0.18
H -4.4295 -5.5894 1.7979 -0.061 0.076 -0.370 0.20
H -4.5341 -1.8085 -0.7089 0.149 -0.095 -0.050 0.25
H -3.0974 -2.4448 -1.5596 -0.330 0.096 -0.023 0.25
H -3.2296 -2.6419 0.1707 -0.165 0.086 0.068 0.21

=====

[3]
12
Properties=species:S:1:pos:R:3:forces:R:3:nbo_charge:R:1 method="wB97M-V/def2-TZVPD" gap_ha="0.2967 / 0.2967" relative_energy_ev=5.620 charge=0 homo_energy_ev="-7.95 / -7.95" e_lumo_ev="0.1 / 0.1" e_tot_ha=-306.29978
O 0.0381 1.1878 -1.2918 -0.108 0.104 0.088 -0.68
C 0.1260 0.0301 -0.5391 0.222 -0.040 -0.015 0.00
C -0.8735 -1.1822 -0.6178 -0.079 -0.174 -0.164 -0.37
C -0.8055 -0.3420 0.5721 -0.053 -0.130 0.101 -0.46
C 1.3907 -0.4699 -0.3094 0.882 -0.503 0.370 0.80
O 2.4026 -0.9377 -0.0125 -1.066 0.503 -0.353 -0.38
H -0.5152 1.7735 -0.7491 0.076 -0.030 -0.113 0.49
H -0.4800 -2.2026 -0.6926 -0.021 0.164 0.034 0.19
H -1.6081 -0.9441 -1.3885 0.117 -0.025 0.130 0.22
H -0.3766 -0.7531 1.4869 -0.018 0.055 -0.134 0.20
H 0.0590 1.7044 1.6834 0.066 0.072 0.051 0.00
H 0.6425 2.1359 1.8583 -0.020 0.004 0.005 -0.02